A molecular structure, C5H7NO, computed with ωB97M-V with the def2-TZVPD basis set.

XYZ file:
```
14
Properties=species:S:1:pos:R:3
O 0.681 -1.303 1.296
N 0.288 0.961 1.315
C 1.126 1.016 0.145
C 0.502 0.229 -1.027
C -0.106 -0.396 1.532
C -1.931 -0.229 -1.103
C -1.140 -0.252 -0.162
H 0.313 0.815 -1.940
H 0.948 -0.748 -1.248
H -0.517 1.578 1.223
H -2.561 -0.223 -1.952
H 1.279 2.063 -0.120
H 2.076 0.534 0.399
H -0.833 -0.452 2.362
```

For the HOMO energy, the calculation gives -9.34 eV. Its HOMO-LUMO gap is 8.83 eV. The energy above the lowest of the compared OMol25 structures with the same formula, charge and spin is 555.8 kJ/mol. The value obtained for the total energy is -324.5128 a.u.



A molecular structure, C42H43Cl3CuGeNOSi, computed with ωB97M-V with the def2-TZVPD basis set.

XYZ file:
```
93
Properties=species:S:1:pos:R:3
Ge 0.070 1.354 1.892
Cu -0.547 0.092 -0.723
Cl -1.947 0.741 2.378
Cl 1.874 0.888 2.965
Cl -0.093 3.320 2.933
Si 0.670 -1.887 1.888
O 0.249 -0.560 1.000
N 0.329 2.020 0.043
C -1.471 5.818 -0.594
C -1.459 1.790 -3.424
C -1.575 -2.524 3.483
C 4.474 -2.746 3.394
C 1.767 1.958 -0.231
C -1.079 2.915 -4.357
C 2.298 1.110 -1.197
C -1.206 -0.522 -2.696
C 0.253 -3.480 0.976
C 3.096 -2.598 3.285
C -0.609 -1.485 5.863
C 3.664 1.084 -1.452
C -0.074 -4.726 -1.084
C 0.150 -3.531 -0.409
C 0.185 -1.474 4.722
C -0.188 5.573 -1.053
C 0.411 4.332 -0.868
C 5.303 -2.337 2.358
C 4.520 1.899 -0.731
C -0.266 3.307 -0.209
C 3.370 -1.646 1.105
C -0.284 -1.983 3.508
C -0.794 -1.899 -3.190
C 4.002 2.740 0.246
C -2.851 -1.542 -1.025
C -3.381 3.208 -2.670
C -2.375 -2.534 4.615
C -0.189 -5.907 -0.363
C 0.158 -4.684 1.683
C 2.521 -2.035 2.144
C -2.955 0.898 -1.728
C -1.893 -2.009 5.810
C 0.443 0.431 -4.357
C -0.751 0.593 -3.443
C -2.271 -0.349 -1.769
C 2.641 2.774 0.489
C -2.574 1.936 -2.580
C -0.065 -5.885 1.021
C -1.588 3.541 0.176
C -2.172 4.782 0.009
C 4.747 -1.789 1.207
C -4.180 1.034 -0.851
H 0.370 6.356 -1.552
H 1.150 1.249 -4.208
H -2.107 -2.316 -0.856
H 4.667 3.371 0.825
H -0.152 -4.740 -2.165
H 0.263 -2.605 -0.957
H 1.417 4.179 -1.233
H -3.188 4.939 0.352
H 0.976 -0.499 -4.166
H -4.904 1.719 -1.285
H 0.146 0.436 -5.408
H -3.683 -1.985 -1.584
H -1.927 6.793 -0.716
H 1.181 -1.047 4.781
H -1.961 3.313 -4.862
H 6.379 -2.451 2.443
H -1.964 -2.937 2.556
H -0.380 2.595 -5.124
H 2.464 -2.925 4.107
H 4.055 0.422 -2.217
H -2.154 2.744 0.642
H 4.904 -3.178 4.291
H -0.367 -6.843 -0.879
H 2.946 -1.205 0.209
H 0.252 -4.683 2.765
H -3.375 -2.953 4.571
H 0.206 -2.209 -2.887
H 1.637 0.467 -1.766
H -4.683 0.078 -0.720
H -3.224 -1.243 -0.045
H -4.087 3.144 -3.506
H -3.946 3.407 -1.764
H -1.495 -2.661 -2.855
H -0.620 3.738 -3.806
H 2.237 3.430 1.254
H 5.387 -1.466 0.393
H -0.229 -1.082 6.795
H -2.519 -2.005 6.696
H -2.741 4.072 -2.838
H -3.921 1.407 0.147
H 5.587 1.873 -0.922
H -0.142 -6.808 1.585
H -0.811 -1.899 -4.280
```

For the HOMO energy, the calculation gives -8.32 eV. Its HOMO-LUMO gap is 8.67 eV. The energy above the lowest of the compared OMol25 structures with the same formula, charge and spin is 0.0 kJ/mol. The value obtained for the total energy is -7143.9731 a.u.



C7H6O in the gas phase, computed with ωB97M-V with the def2-TZVPD basis set.

XYZ file:
```
14
Properties=species:S:1:pos:R:3
O -1.173 -1.307 0.097
C 1.517 1.073 0.005
C 0.038 -0.852 0.108
C 0.059 0.623 0.158
C -1.293 0.988 -0.074
C -2.178 -0.167 -0.039
C 1.264 -1.361 -0.095
C 2.135 -0.190 0.022
H 2.003 2.036 0.149
H 1.755 -2.392 -0.154
H -2.833 -0.324 -0.803
H 3.186 -0.197 -0.045
H -2.641 0.116 0.992
H -1.840 1.956 -0.321
```

For the HOMO energy, the calculation gives -7.69 eV. Its SMILES is C1=CC2=CCOC2=C1. Its HOMO-LUMO gap is 7.93 eV. The energy above the lowest of the compared OMol25 structures with the same formula, charge and spin is 201.1 kJ/mol. The value obtained for the total energy is -345.4486 a.u.



A molecular structure, C2H2N2O2S, computed with ωB97M-V with the def2-TZVPD basis set.

XYZ file:
```
9
Properties=species:S:1:pos:R:3
S -2.391 -1.305 1.466
O -3.632 0.906 -0.426
O 0.914 -2.037 -1.162
N -2.785 0.081 -0.247
N 1.932 -0.618 0.400
C 1.497 -1.312 -0.444
C -1.922 -0.813 -0.130
H 2.924 -0.474 0.633
H -1.172 -1.066 -0.842
```

For the HOMO energy (spin up / spin down), the calculation gives -8.42 / -8.42 eV. Its HOMO-LUMO gap (spin up / spin down) is 7.40 / 7.40 eV. The energy above the lowest of the compared OMol25 structures with the same formula, charge and spin is 397.2 kJ/mol. The value obtained for the total energy is -735.4360 a.u.



A molecular structure, C28H26N4O3Pb, computed with ωB97M-V with the def2-TZVPD basis set.

XYZ file:
```
62
Properties=species:S:1:pos:R:3
Pb 0.098 0.311 -0.462
O -3.093 -2.595 0.286
O 1.055 1.827 3.796
O 1.613 -1.436 -0.123
N 2.067 -2.194 0.864
N -0.835 -0.259 1.655
N -1.761 -0.996 -0.738
N 0.941 1.804 1.504
C 1.596 5.380 1.567
C -0.989 -0.106 4.022
C -1.944 -1.118 4.016
C -1.770 -1.206 1.640
C -2.204 -1.254 -2.072
C -2.329 -2.644 -4.018
C -1.920 -2.465 -2.699
C -3.268 -0.444 -4.067
C 2.779 5.403 0.820
C -2.265 -1.694 0.285
C -0.454 0.295 2.816
C -3.199 1.066 -2.051
C -0.340 4.201 2.593
C 0.560 1.405 2.775
C 1.528 2.978 1.304
C 3.023 -3.810 2.867
C 2.747 -2.475 3.109
C 2.816 -4.312 1.590
C -2.873 -0.233 -2.750
C -1.182 -3.559 -1.969
C 2.271 -1.681 2.089
C -2.999 -1.645 -4.701
C 3.375 1.744 0.036
C 2.736 3.012 0.515
C 2.335 -3.487 0.600
C 0.948 4.200 1.825
C -2.339 -1.675 2.813
C 3.339 4.226 0.306
H 3.024 -5.346 1.349
H -0.803 -4.304 -2.669
H -0.155 3.942 3.638
H -2.298 1.648 -1.822
H -3.833 1.692 -2.678
H 2.717 1.163 -0.615
H -1.843 -4.054 -1.256
H -2.389 -1.453 4.945
H -3.803 0.338 -4.595
H -3.715 0.888 -1.106
H 2.137 -3.792 -0.416
H 2.055 -0.630 2.200
H -1.055 3.480 2.194
H 4.281 1.964 -0.523
H 2.904 -2.030 4.083
H -2.114 -3.585 -4.513
H 4.266 4.268 -0.252
H -0.795 5.189 2.563
H 3.394 -4.449 3.657
H 3.635 1.100 0.880
H 3.269 6.350 0.631
H 1.177 6.307 1.940
H -3.087 -2.452 2.739
H -0.657 0.382 4.928
H -3.309 -1.800 -5.727
H -0.339 -3.153 -1.398
```

The net charge is +1. For the HOMO energy (spin up / spin down), the calculation gives -10.55 / -10.56 eV. Its HOMO-LUMO gap (spin up / spin down) is 7.33 / 4.87 eV. The spin multiplicity is 2. The value obtained for the total energy is -1719.9603 a.u.